Entry 1:
The following is a quantum chemistry calculation of an isolated molecule of C18H24N2O2, from the OMol25 dataset.

Cartesian coordinates (Å):
C -5.08258 -2.14904 2.75274
C -4.73012 -1.01331 1.85919
C -5.26829 -0.64230 0.65413
C -4.58021 0.50519 0.22148
C -3.64271 0.80964 1.17577
C -2.64740 1.91588 1.18453
N -1.32664 1.45921 0.77694
C -0.62467 2.09436 -0.19583
O -1.00739 3.13348 -0.69985
C 0.65365 1.44079 -0.59016
C 1.39827 0.62633 0.25363
C 2.59099 0.06399 -0.16487
C 3.06821 0.30380 -1.45086
O 4.22282 -0.16493 -1.98467
C 5.05077 -1.08671 -1.30498
C 4.77148 -2.54073 -1.71726
C 3.41312 -3.02559 -1.21775
C 5.88759 -3.44186 -1.19549
C 2.32607 1.13630 -2.29657
C 1.14695 1.69831 -1.86933
N -3.73611 -0.12882 2.17221
C -2.94230 -0.20624 3.36555
H -5.41046 -1.79391 3.73076
H -5.89009 -2.72209 2.30657
H -4.22982 -2.81251 2.90430
H -6.06768 -1.13877 0.14070
H -4.75226 1.05290 -0.68343
H -2.94141 2.68367 0.46417
H -2.58058 2.38780 2.17445
H -1.05591 0.52941 1.05267
H 1.07400 0.44083 1.26818
H 3.13743 -0.55699 0.52747
H 6.06907 -0.82219 -1.61019
H 4.98326 -0.97375 -0.21897
H 4.77001 -2.57014 -2.81198
H 3.22689 -4.03785 -1.56943
H 2.61327 -2.38605 -1.58365
H 3.38502 -3.03339 -0.12966
H 5.92834 -3.40639 -0.10857
H 6.85301 -3.12923 -1.58603
H 5.71189 -4.47100 -1.49795
H 2.71056 1.32721 -3.28599
H 0.57900 2.34968 -2.51571
H -3.57907 -0.16178 4.25290
H -2.38188 -1.14533 3.39513
H -2.23800 0.62128 3.40285

Cartesian forces, eV/Å:
C 0.11 0.12 0.02
C -0.31 -0.32 -0.11
C 0.01 -0.16 0.17
C 0.21 0.21 0.12
C -0.03 0.39 -0.35
C 0.03 0.10 0.06
N -0.05 -0.17 0.26
C 0.07 -0.09 0.23
O -0.05 0.16 -0.21
C 0.25 -0.03 -0.12
C -0.22 0.18 -0.17
C 0.40 -0.22 -0.04
C -0.28 0.28 -0.01
O -0.23 0.13 -0.12
C 0.29 -0.50 -0.07
C -0.05 0.20 0.22
C 0.14 0.12 -0.26
C -0.14 0.23 -0.18
C 0.18 -0.15 0.06
C -0.07 -0.03 0.15
N -0.12 0.01 -0.13
C 0.11 -0.13 0.32
H -0.05 -0.07 0.09
H -0.03 -0.05 0.01
H 0.00 -0.11 0.06
H -0.17 -0.15 -0.04
H 0.02 0.17 -0.17
H -0.01 -0.11 0.18
H -0.08 0.03 -0.17
H 0.02 0.06 -0.16
H -0.03 -0.01 0.08
H 0.05 -0.05 0.01
H -0.11 -0.02 0.11
H 0.02 0.02 -0.03
H 0.03 0.05 0.03
H -0.06 -0.11 -0.01
H -0.12 -0.01 0.02
H -0.03 0.00 0.15
H 0.03 -0.04 0.16
H 0.16 -0.02 -0.01
H 0.02 -0.12 0.01
H 0.04 0.02 -0.12
H -0.04 0.07 -0.06
H 0.09 0.03 -0.02
H 0.01 0.08 0.03
H -0.02 -0.01 0.00

For the energy relative to the best compared isomer or geometry (same formula, charge and spin), the calculation gives 1.8243 eV.

=====

Entry 2:
The following is a quantum chemistry calculation of a cluster of 12 separate species, C72H78Cl6N6O6 in total in a non-equilibrium geometry, from the OMol25 dataset.

Cartesian coordinates (Å):
O -2.64885 -0.55773 -1.90956
C -1.76368 -0.59042 -1.08802
C -0.90064 0.59529 -0.85200
C -1.26245 1.84522 -1.33477
C -0.64181 2.95634 -0.88426
C 0.44919 2.94761 -0.16079
C 0.96360 1.68565 0.16724
C 0.26532 0.52177 -0.07716
C 0.82105 -0.80636 0.42230
O 1.95101 -0.94854 0.87402
C -0.31919 -1.84962 0.55404
C -0.14427 -2.93631 1.39021
C -1.02396 -4.01269 1.35783
C -2.05587 -4.03828 0.46136
C -2.32253 -2.91151 -0.34219
C -1.48207 -1.78776 -0.25122
H -2.12825 2.06143 -1.94309
H -0.94115 3.95576 -1.16346
H 1.00988 3.74357 0.30661
H 1.88080 1.62165 0.73384
H 0.78188 -3.04133 1.93576
H -0.85406 -4.83212 2.04052
H -2.69342 -4.90787 0.40015
H -3.17856 -2.85920 -0.99860
O 8.54293 -7.04468 -5.57324
C 7.36055 -7.43442 -5.46727
C 6.39626 -6.84923 -4.52302
C 6.84066 -5.81507 -3.64238
C 5.97160 -5.30855 -2.67872
C 4.68902 -5.76519 -2.63334
C 4.15659 -6.61479 -3.55389
C 5.00545 -7.23321 -4.47792
C 4.48355 -8.31385 -5.41478
O 3.33485 -8.64112 -5.53174
C 5.52783 -9.09920 -6.23734
C 5.27913 -10.32576 -6.86066
C 6.12064 -10.95318 -7.80280
C 7.36004 -10.35914 -8.04556
C 7.79643 -9.26260 -7.22292
C 6.86307 -8.63000 -6.26546
H 7.90825 -5.65694 -3.60193
H 6.23992 -4.46280 -2.06300
H 4.09043 -5.39680 -1.81336
H 3.10096 -6.84031 -3.58837
H 4.31830 -10.77052 -6.64765
H 5.87155 -11.84577 -8.35746
H 8.03197 -10.94208 -8.65801
H 8.82088 -8.97475 -7.40742
O -0.26958 3.86568 5.60494
C -0.23925 4.65738 6.57574
C -0.40235 4.22986 8.01663
C -0.46131 2.84306 8.24139
C -0.74223 2.25121 9.47364
C -0.63443 3.09403 10.59474
C -0.57674 4.49016 10.40181
C -0.48924 5.08016 9.09920
C -0.46723 6.55429 8.96354
O -0.45265 7.32364 9.94732
C -0.09297 7.04036 7.58083
C 0.00999 8.45937 7.34474
C 0.26975 8.91228 6.06239
C 0.11377 8.05735 4.98506
C 0.00153 6.76628 5.19049
C -0.01160 6.18175 6.41025
H -0.40059 2.22363 7.35877
H -0.54554 1.19702 9.60162
H -0.48194 2.62725 11.55664
H -0.56686 5.19960 11.21605
H -0.17035 9.13038 8.17154
H 0.31685 9.98669 5.96327
H 0.28314 8.50592 4.01734
H -0.03930 6.05397 4.37971
C -2.08446 -0.38453 -7.56770
C -0.88944 -1.14245 -6.88285
C 0.25455 -1.70319 -7.70698
C -0.28840 -2.53049 -8.72005
N -0.68729 -3.17405 -9.58499
H -2.77443 0.04747 -6.84285
H -2.73197 -1.02987 -8.16131
H -1.59972 0.42989 -8.10607
H -1.35194 -1.89467 -6.24382
H -0.35474 -0.49184 -6.19083
H 0.99423 -2.12329 -7.02544
H 0.74380 -0.93096 -8.30061
C -5.89614 9.03209 0.73659
C -4.36370 8.54604 0.94896
C -3.50561 8.91134 -0.27560
C -2.88511 10.20164 -0.48498
N -2.36499 11.22395 -0.63981
H -6.30870 8.65345 1.67175
H -6.50554 8.79899 -0.13656
H -5.86474 10.12149 0.71830
H -4.50251 7.48789 1.17066
H -3.89680 9.04227 1.79977
H -4.22007 8.78072 -1.08836
H -2.74937 8.14749 -0.45658
C 4.49276 10.49504 -5.15055
C 3.25074 11.34877 -5.13329
C 2.42415 11.04141 -3.94290
C 1.67004 9.72181 -3.97715
N 1.05974 8.74986 -4.07654
H 5.23640 10.72292 -5.91421
H 4.23100 9.44507 -5.28149
H 5.03853 10.58491 -4.21132
H 2.77288 11.21652 -6.10399
H 3.62261 12.36463 -5.26687
H 1.59398 11.74775 -3.94104
H 2.99797 11.15011 -3.02257
C 4.12836 0.86892 5.43756
C 4.86233 -0.03637 6.53809
C 4.40226 -1.44191 6.43703
C 3.12714 -1.58097 7.08472
N 2.15900 -1.78851 7.67167
H 4.79064 0.93377 4.57426
H 4.11455 1.89176 5.81401
H 3.15876 0.53621 5.06705
H 4.61215 0.31015 7.54081
H 5.92837 0.07763 6.34149
H 5.08608 -1.99494 7.08096
H 4.34573 -1.84070 5.42418
C -5.55423 0.14899 3.82515
C -4.10079 0.00526 4.06906
C -3.56123 -1.21622 4.74327
C -4.18572 -1.66249 6.01119
N -4.64404 -1.98247 7.03126
H -5.75033 0.84638 3.01073
H -6.06227 0.49519 4.72523
H -5.93336 -0.87232 3.78923
H -3.69721 0.82136 4.66839
H -3.50888 0.35979 3.22523
H -2.50344 -1.24910 4.48235
H -3.89015 -2.06396 4.14223
C -0.76910 -10.99440 3.18562
C 0.51901 -10.50756 2.38721
C 0.04628 -10.22801 0.95084
C -0.14076 -11.37699 0.09863
N -0.30491 -12.28335 -0.54590
H -1.50758 -10.19325 3.21615
H -0.54940 -11.39053 4.17704
H -1.32011 -11.74023 2.61270
H 1.22477 -11.33410 2.46999
H 0.76688 -9.66494 3.03269
H 0.90348 -9.76871 0.45855
H -0.87968 -9.65893 0.86804
Cl -7.75305 -3.83524 -0.30745
C -8.47467 -5.44952 -0.29621
C -7.33856 -6.42240 0.13144
Cl -7.89154 -7.95331 0.76547
H -8.69846 -5.77100 -1.31340
H -9.32322 -5.41763 0.38719
H -6.81215 -5.95583 0.96409
H -6.56596 -6.56850 -0.62344
Cl -7.94867 1.12519 -5.41259
C -7.91418 0.34237 -3.80300
C -9.31801 0.24130 -3.14595
Cl -10.26493 -1.03724 -3.99148
H -7.21505 0.89501 -3.17538
H -7.60374 -0.67548 -4.03898
H -9.79893 1.21938 -3.13224
H -9.06894 -0.03835 -2.12230
Cl 3.64858 2.81270 -5.40487
C 5.20870 3.62178 -5.06898
C 5.09248 4.99915 -4.40903
Cl 4.57001 4.91601 -2.69393
H 5.61862 3.77060 -6.06794
H 5.86356 3.00157 -4.45694
H 4.27968 5.52136 -4.91376
H 6.01451 5.57878 -4.45377

Cartesian forces, eV/Å:
O -0.38 -0.17 -0.11
C 0.38 0.13 -0.19
C 0.01 0.19 0.01
C -1.53 -0.91 -0.17
C -1.35 3.15 -1.72
C 3.86 -2.25 2.91
C 0.36 0.12 0.79
C 0.96 -0.54 -0.56
C -1.12 0.54 1.37
O -1.63 -0.09 -0.93
C 0.81 0.13 -0.45
C 0.50 -0.36 -0.47
C 0.56 0.20 0.52
C -0.97 0.73 -0.76
C 0.68 0.25 0.81
C 0.20 -0.78 -0.03
H -0.19 -0.81 -0.15
H -0.77 -0.04 -0.38
H -0.39 0.66 -0.58
H 0.12 -0.11 0.04
H 0.00 0.27 0.28
H -0.01 -0.18 -0.07
H -0.10 -0.03 -0.05
H 0.00 -0.08 -0.08
O -2.70 -0.67 0.33
C 2.07 -0.68 -0.87
C -1.36 1.24 1.29
C -0.34 -1.78 -0.16
C 1.19 0.31 -1.06
C -1.01 0.86 1.09
C 0.18 -1.32 -1.12
C 1.15 0.21 -0.70
C 1.42 -1.05 -0.49
O -0.73 0.47 0.43
C 1.81 0.45 0.90
C -1.09 -0.28 -0.82
C 0.18 1.64 1.00
C 0.03 0.60 2.19
C -2.17 -0.80 -0.04
C 1.77 -0.42 -2.49
H 0.01 0.56 -0.31
H 0.36 -0.28 0.36
H -0.42 0.14 -0.13
H -0.03 -0.22 0.18
H -0.24 -0.02 -0.13
H -0.37 -0.09 0.30
H 0.35 0.58 -0.34
H -0.05 0.57 0.59
O 0.05 2.19 2.62
C 0.41 -0.04 -1.52
C -0.04 -1.49 -0.97
C -1.18 -0.22 -0.44
C 2.41 1.37 0.09
C -0.07 0.82 -0.87
C 0.00 -0.09 -0.83
C -0.83 -0.73 1.88
C 2.19 1.41 1.22
O -0.66 -1.63 -2.22
C -0.64 1.03 -1.51
C 0.08 -2.34 0.38
C -1.36 0.60 1.06
C 1.64 3.99 -0.51
C 0.04 -3.99 -1.44
C -1.26 -0.58 3.72
H 0.15 -0.12 -0.07
H -0.71 -0.24 -0.10
H -0.44 0.30 0.29
H 0.06 -0.16 0.24
H 0.30 0.03 0.09
H 0.29 0.07 -0.43
H -0.38 -0.29 -0.33
H -0.05 0.06 -0.39
C 1.38 -0.24 0.43
C -1.16 0.87 1.20
C -0.45 1.10 0.04
C 0.09 -2.01 -1.26
N -0.14 0.15 0.17
H 0.38 0.05 0.34
H 0.51 0.00 -0.45
H -0.62 0.06 -0.54
H 0.34 -0.43 -0.09
H -0.46 0.45 0.21
H -0.07 -0.47 -0.40
H 0.20 0.48 0.38
C 2.12 0.66 1.48
C -1.63 1.35 -0.85
C -0.73 -1.91 -1.01
C 0.43 1.38 0.71
N -0.53 -1.02 0.07
H -0.87 0.42 -0.25
H 0.61 -0.91 -0.07
H -0.24 0.13 0.43
H 0.96 -0.11 -0.43
H -0.59 -0.10 0.37
H 0.27 0.04 -0.50
H 0.23 0.06 0.06
C 0.80 -0.85 0.13
C 1.77 -0.18 -2.14
C -2.16 -0.25 0.36
C 0.95 0.57 -0.28
N 0.29 0.43 0.15
H -0.30 0.26 -0.25
H 0.03 -0.14 0.09
H -0.04 -0.05 0.20
H -0.69 -0.35 0.22
H -0.50 0.45 1.02
H 0.00 0.28 0.48
H -0.16 -0.18 0.03
C 1.53 -0.01 0.83
C -1.06 2.22 -1.78
C 0.64 -0.77 0.48
C -1.31 -0.72 0.53
N 0.19 0.30 -0.26
H -0.04 -0.23 -0.18
H -0.52 0.01 -0.04
H -0.06 -0.04 0.51
H 0.27 0.21 -0.05
H -0.01 -0.21 0.29
H 0.08 -0.70 -0.39
H 0.27 -0.04 0.05
C -0.68 -0.48 1.16
C 1.72 2.70 0.85
C -1.09 -2.01 -1.75
C 0.77 0.78 1.68
N 0.51 0.35 -1.73
H -0.36 -0.56 -0.10
H 0.01 0.43 0.03
H -0.55 0.07 -1.16
H -0.60 0.47 0.82
H 0.07 -1.33 -0.81
H 0.35 -0.08 1.62
H -0.12 -0.33 -0.63
C 0.14 -0.12 -1.06
C -3.13 -1.42 1.69
C 1.64 0.50 -0.01
C 0.09 1.36 2.13
N -0.42 -2.54 -1.96
H 0.22 0.34 0.47
H -0.03 0.19 -0.06
H 0.29 -0.50 0.05
H 0.35 0.42 -0.34
H 0.84 0.38 -0.98
H -0.31 0.94 -0.20
H 0.31 0.45 0.27
Cl 0.02 0.45 -0.26
C 1.21 -1.36 -0.26
C 0.30 1.47 1.05
Cl -0.45 -0.71 -0.12
H -0.70 0.54 0.10
H 0.15 -0.32 -0.23
H -0.04 0.03 0.03
H -0.48 -0.09 -0.32
Cl -0.08 0.23 0.09
C -1.05 -0.37 -0.40
C 1.70 0.14 -0.45
Cl 0.10 0.70 0.56
H -0.07 -0.18 -0.06
H 0.38 0.16 0.46
H -0.36 -0.33 -0.25
H -0.61 -0.38 0.05
Cl 0.16 0.14 0.48
C 0.48 0.68 0.06
C -1.15 -0.37 -0.30
Cl 0.22 -0.13 -0.13
H 0.31 -0.03 0.19
H -0.25 -0.30 -0.25
H 0.24 0.28 0.00
H -0.03 -0.27 -0.04

=====

Entry 3:
The following is a quantum chemistry calculation of a structure of composition C32H38AsF5N7O8S2Zr, from the OMol25 dataset.

Cartesian coordinates (Å):
Zr -0.55599 0.06008 -0.49237
N 1.42931 -1.10548 -0.48616
C 2.54913 -0.45158 -1.15546
C 2.35660 1.05257 -1.13735
O 3.24761 1.79296 -1.54769
N 1.13623 1.42624 -0.69751
C 0.84873 2.84434 -0.80374
C -0.62579 3.04682 -1.11099
O -1.12483 4.15205 -1.21577
O -1.28859 1.92809 -1.24599
H 1.63583 -1.16314 0.52753
H 1.23299 -2.05468 -0.80826
H 2.58727 -0.76094 -2.20148
H 3.51130 -0.68779 -0.69438
H 1.44335 3.30649 -1.59393
H 1.07862 3.37631 0.12477
N -2.28063 -3.29946 2.21435
C -1.62748 -4.00942 1.12196
C -0.80036 -3.15970 0.15302
O 0.05033 -3.69192 -0.55700
O -1.09864 -1.91006 0.15534
H -2.68724 -2.44927 1.83416
H -1.57036 -2.95605 2.85382
H -2.38145 -4.51394 0.50857
H -0.98070 -4.79372 1.51630
N 7.91402 -0.80841 -1.26687
C 7.16143 -0.29393 -0.19114
C 6.21992 0.71294 -0.40937
C 5.49593 1.23254 0.64522
C 5.69606 0.74939 1.93418
C 6.62607 -0.24935 2.16005
C 7.36651 -0.76252 1.10276
S 4.61565 1.31837 3.22755
O 4.58660 2.75898 3.14684
O 5.11666 0.72434 4.45606
N 3.21578 0.75474 2.78043
C 2.79487 -0.46700 3.11918
S 3.29788 -1.37159 4.56449
C 2.21686 -2.65086 4.12376
C 1.58108 -2.33773 2.97469
N 1.90237 -1.13181 2.40960
H 7.45412 -0.68115 -2.15626
H 8.16866 -1.77668 -1.14157
H 6.01938 1.06797 -1.41410
H 4.74078 1.98404 0.45633
H 6.75575 -0.62292 3.16793
H 8.09895 -1.54375 1.27925
H 2.13478 -3.55541 4.70497
H 0.87887 -2.97639 2.45731
F 0.72526 0.86869 -3.62430
C -0.11546 -0.16822 -3.85693
C -0.78551 -0.77193 -2.81306
C -1.61367 -1.79932 -3.21199
F -2.38525 -2.46679 -2.31052
C -1.78911 -2.21174 -4.52423
F -2.63335 -3.21356 -4.84331
C -1.08971 -1.56753 -5.52878
F -1.23784 -1.93884 -6.81270
C -0.24044 -0.53072 -5.19025
F 0.43881 0.10591 -6.16371
C -3.63969 1.31187 -3.59775
C -4.26838 0.20530 -2.76030
As -3.51162 0.14683 -0.95451
C -4.66649 -1.18878 -0.07361
C -6.00628 -1.51397 -0.72136
C -4.19824 1.83576 -0.24239
C -5.70596 2.04131 -0.26419
H -4.04771 1.30674 -4.61208
H -2.55816 1.19407 -3.66051
H -3.82201 2.29664 -3.16355
H -4.08770 -0.77097 -3.21247
H -5.35058 0.33472 -2.68763
H -4.79941 -0.83552 0.95302
H -4.05671 -2.09173 -0.01033
H -6.64189 -0.63337 -0.82307
H -6.55206 -2.25113 -0.12594
H -5.86709 -1.93659 -1.71810
H -3.67093 2.61053 -0.79996
H -3.81221 1.90598 0.77403
H -6.11674 1.95773 -1.27319
H -5.95576 3.03930 0.10625
H -6.22598 1.31818 0.36805
O -1.15891 0.53284 1.35732
N -1.04179 1.66263 2.14360
C 0.24930 1.98566 2.54664
C 0.45215 2.75748 3.64499
C -0.63174 3.17962 4.45261
C -1.90038 2.66605 4.13080
C -2.09056 1.88738 3.02849
H 1.05253 1.58644 1.94325
H 1.47607 3.01349 3.88635
H -0.47721 3.78625 5.33303
H -2.75661 2.86823 4.76373
H -3.02919 1.43246 2.75552

Cartesian forces, eV/Å:
Zr 0.04 0.21 -0.76
N -0.06 -0.11 0.15
C 0.05 0.00 -0.01
C -0.09 -0.02 0.04
O 0.05 0.01 -0.01
N 0.00 -0.04 -0.05
C -0.04 0.07 0.03
C 0.04 0.05 0.02
O 0.03 -0.02 -0.07
O -0.07 -0.23 0.08
H -0.05 0.06 0.06
H 0.11 0.02 -0.05
H 0.01 0.02 -0.02
H 0.00 0.00 0.01
H 0.01 0.01 -0.01
H 0.01 0.01 -0.01
N 0.01 0.04 0.01
C 0.01 0.02 -0.03
C 0.07 -0.04 -0.06
O -0.04 0.01 0.06
O -0.12 0.04 -0.03
H 0.00 -0.02 -0.01
H 0.01 -0.02 0.01
H -0.01 0.00 0.01
H 0.00 0.00 0.00
N 0.03 0.01 -0.02
C -0.04 0.01 0.04
C 0.05 -0.02 -0.04
C -0.03 -0.01 0.02
C -0.07 0.06 -0.05
C 0.03 0.00 0.09
C 0.01 -0.01 -0.03
S 0.06 0.05 -0.03
O 0.01 -0.09 0.00
O 0.05 0.04 0.06
N -0.07 0.13 -0.05
C 0.07 -0.26 0.01
S -0.08 -0.09 -0.02
C 0.00 0.01 0.02
C 0.15 0.06 0.09
N -0.04 0.03 -0.07
H -0.01 0.00 0.01
H -0.01 0.00 0.00
H -0.01 0.01 0.01
H 0.01 0.00 0.00
H 0.00 -0.01 -0.02
H -0.01 0.00 0.01
H -0.01 0.02 -0.01
H -0.05 -0.04 -0.01
F -0.04 -0.06 -0.02
C 0.10 0.08 -0.14
C 0.03 0.00 0.16
C -0.12 -0.13 -0.08
F 0.03 0.02 -0.01
C 0.04 0.03 -0.03
F 0.03 0.04 0.00
C -0.02 0.00 0.10
F 0.00 0.00 0.04
C 0.01 0.02 -0.03
F -0.03 -0.04 0.04
C 0.01 0.07 -0.04
C -0.04 -0.02 0.00
As 0.02 -0.07 0.11
C 0.05 0.01 0.03
C -0.02 -0.02 -0.01
C -0.02 -0.01 -0.02
C 0.00 0.05 0.01
H 0.01 0.01 0.00
H -0.01 -0.01 0.00
H 0.00 -0.01 -0.01
H -0.02 -0.01 0.00
H 0.01 -0.01 -0.02
H -0.02 0.01 -0.01
H 0.01 0.00 -0.02
H 0.01 0.01 0.00
H 0.00 0.00 -0.01
H 0.00 0.01 0.01
H -0.01 0.00 -0.02
H 0.02 -0.01 0.04
H 0.01 0.00 0.00
H -0.02 -0.01 0.00
H 0.01 -0.01 0.00
O -0.08 0.16 0.55
N 0.05 -0.07 -0.05
C 0.09 0.05 0.10
C 0.04 0.01 -0.04
C -0.01 -0.01 0.00
C -0.04 0.01 0.01
C -0.01 -0.02 0.00
H -0.04 0.03 0.01
H 0.00 -0.02 -0.01
H 0.00 -0.01 -0.01
H -0.01 -0.01 -0.02
H 0.00 0.00 -0.01

For the energy relative to the best compared isomer or geometry (same formula, charge and spin), the calculation gives 0.0000 eV. Its multiplicity is 2. The expectation value of S² is 0.771. As for the charge: -2.

=====

Electronic energy values (in eV) by entry order: -26131.1043, -172283.1393, -157994.3781.